[1]
Here is a 7-piece molecular cluster, C47H75BF2N9O10 overall from the Open Molecules 2025 dataset. Energies are from ωB97M-V with the def2-TZVPD basis set.

Properties
DFT total energy (eV): -89938.3168
Total charge: +1

Each line ends with the Mulliken charge.
Element x y z (Å)
C1 0.010 -1.665 7.059  -0.91
C2 0.822 -1.863 5.676  -0.18
O1 0.005 -2.265 4.551  -0.39
C3 -0.877 -1.212 4.104  -0.16
C4 0.025 -0.106 3.328  -0.19
O2 -0.737 0.782 2.461  -0.43
C5 0.131 1.952 2.285  -0.10
C6 0.092 2.413 0.725  -0.61
O3 1.396 2.921 0.335  -0.26
C7 2.152 1.900 -0.414  -1.20
C8 3.508 2.544 -1.078  -0.07
C9 4.288 3.321 0.080  0.41
C10 4.225 2.589 1.547  -1.23
C11 3.858 4.847 0.359  -0.38
C12 5.184 5.802 0.216  -1.25
N1 2.902 3.455 -2.153  0.13
C13 3.984 4.130 -2.971  -0.83
N2 3.362 5.280 -3.655  0.37
C14 3.096 6.436 -2.733  0.67
O4 1.922 6.577 -2.305  -0.47
F1 4.076 7.339 -2.275  -0.21
C15 4.129 5.888 -4.750  0.45
O5 5.270 6.369 -4.714  -0.39
F2 3.452 5.966 -6.021  -0.27
C16 4.556 2.933 -3.872  0.83
C17 6.051 3.231 -4.488  -0.53
C18 6.688 1.925 -5.217  -0.97
C19 3.659 2.657 -5.229  -1.71
C20 2.905 1.208 -5.175  1.51
O6 3.729 0.116 -5.621  -0.61
C21 1.709 1.337 -6.285  -0.93
N3 2.265 1.726 -7.618  -0.57
O7 4.685 1.650 -3.247  -0.12
C22 4.338 1.441 -1.894  0.92
O8 3.429 0.270 -1.925  -0.66
C23 5.643 0.836 -1.141  -0.73
B1 7.068 1.433 -1.628  0.89
O9 8.002 0.541 -2.317  -0.58
O10 7.560 2.786 -1.418  -0.64
H1 -0.544 -0.660 7.020  0.27
H2 0.805 -1.677 7.898  0.36
H3 -0.730 -2.520 7.219  0.18
H4 1.480 -0.944 5.497  0.17
H5 1.556 -2.741 5.867  0.32
H6 -1.414 -0.646 4.949  0.19
H7 -1.707 -1.606 3.398  0.09
H8 0.486 0.553 4.165  0.30
H9 0.856 -0.618 2.730  0.22
H10 1.237 1.725 2.511  0.17
H11 -0.258 2.808 2.947  0.20
H12 -0.277 1.507 0.131  0.26
H13 -0.662 3.280 0.574  0.31
H14 1.392 1.580 -1.234  0.62
H15 2.381 1.025 0.283  0.26
H16 5.425 3.368 -0.147  -0.11
H17 5.195 2.828 2.109  0.26
H18 4.130 1.446 1.453  0.37
H19 3.300 2.929 2.147  0.35
H20 2.976 5.245 -0.241  0.22
H21 3.555 4.965 1.473  0.55
H22 5.864 5.468 -0.646  0.19
H23 4.838 6.890 0.142  0.35
H24 5.785 5.692 1.201  0.39
H25 2.155 4.074 -1.802  0.95
H26 2.417 2.779 -2.794  0.36
H27 4.862 4.519 -2.332  -0.20
H28 6.008 4.022 -5.336  0.39
H29 6.756 3.683 -3.692  0.42
H30 6.180 1.684 -6.222  0.25
H31 6.784 1.013 -4.544  0.13
H32 7.770 2.239 -5.494  0.44
H33 2.790 3.419 -5.330  0.36
H34 4.273 2.757 -6.186  0.61
H35 2.371 1.037 -4.180  -0.84
H36 4.208 0.329 -6.451  0.42
H37 0.924 2.141 -5.975  0.22
H38 1.132 0.335 -6.371  0.45
H39 1.637 1.418 -8.375  0.29
H40 2.274 2.761 -7.660  0.20
H41 3.756 -0.314 -2.659  0.66
H42 5.606 0.879 -0.003  0.04
H43 5.681 -0.296 -1.399  0.16
H44 8.861 0.729 -1.855  0.31
H45 7.890 2.921 -0.502  0.31
N4 -4.663 -1.943 2.120  0.05
C24 -5.681 -2.401 2.914  -0.54
C25 -6.235 -3.498 2.300  -0.41
C26 -5.521 -3.713 1.095  -0.46
C27 -4.556 -2.740 1.013  -0.52
H46 -4.082 -1.144 2.319  0.19
H47 -5.923 -1.907 3.843  0.40
H48 -7.061 -4.082 2.677  0.40
H49 -5.693 -4.494 0.368  0.40
H50 -3.803 -2.544 0.264  0.49
N5 -1.768 0.948 -4.001  0.12
C28 -0.928 -0.091 -3.695  -0.47
C29 -1.655 -1.255 -3.750  -1.04
C30 -2.981 -0.906 -4.107  -0.23
C31 -3.019 0.459 -4.258  -0.64
H51 -1.505 1.920 -4.032  0.21
H52 0.112 0.089 -3.464  0.60
H53 -1.275 -2.247 -3.556  0.45
H54 -3.816 -1.580 -4.239  0.47
H55 -3.828 1.124 -4.525  0.45
N6 -6.499 0.102 -3.365  0.19
C32 -6.735 -0.372 -2.105  -0.32
C33 -8.095 -0.452 -1.929  -0.83
C34 -8.701 -0.014 -3.133  -0.21
C35 -7.690 0.319 -4.003  -0.62
H56 -5.587 0.266 -3.760  0.19
H57 -5.916 -0.611 -1.443  0.44
H58 -8.597 -0.790 -1.034  0.40
H59 -9.759 0.050 -3.341  0.41
H60 -7.717 0.692 -5.016  0.35
N7 -1.839 -5.407 8.483  0.07
C36 -3.038 -5.761 9.041  -0.52
C37 -2.859 -5.866 10.400  -0.42
C38 -1.503 -5.558 10.672  -0.25
C39 -0.898 -5.277 9.471  -0.86
H61 -1.674 -5.265 7.499  0.21
H62 -3.913 -5.908 8.426  0.39
H63 -3.621 -6.132 11.118  0.40
H64 -1.023 -5.544 11.639  0.47
H65 0.118 -4.997 9.234  0.51
N8 -12.141 -0.335 -5.175  0.04
C40 -11.433 -1.484 -5.407  -0.39
C41 -11.925 -2.061 -6.552  -0.47
C42 -12.964 -1.226 -7.033  -0.38
C43 -13.073 -0.167 -6.165  -0.49
H66 -11.998 0.291 -4.399  0.19
H67 -10.644 -1.792 -4.738  0.39
H68 -11.575 -2.982 -6.996  0.38
H69 -13.566 -1.382 -7.917  0.38
H70 -13.732 0.688 -6.165  0.36
N9 1.327 -7.856 9.819  0.06
C44 2.244 -8.022 8.815  -0.41
C45 3.399 -8.516 9.372  -0.47
C46 3.168 -8.659 10.763  -0.48
C47 1.881 -8.247 11.008  -0.40
H71 0.390 -7.502 9.700  0.23
H72 1.997 -7.773 7.794  0.36
H73 4.308 -8.750 8.838  0.38
H74 3.866 -9.024 11.502  0.38
H75 1.313 -8.197 11.925  0.37


[2]
Here is C47H75O25PbPdS8 as an isolated structure from the Open Molecules 2025 dataset. Energies are from ωB97M-V with the def2-TZVPD basis set.

Properties
DFT total energy (eV): -196545.4659
Multiplicity: 3
Total charge: -1

Each line ends with the Löwdin spin population.
Element x y z (Å)
Pd1 1.765 0.353 4.072  1.50
Pb1 -1.774 0.551 -3.691  0.00
C1 -5.243 -2.290 -5.508  0.00
C2 -4.495 -1.448 -4.491  0.00
C3 -3.733 -2.448 -3.547  0.00
O1 -3.718 -0.442 -5.036  0.00
H1 -5.941 -2.959 -4.995  0.00
H2 -4.468 -2.881 -6.004  0.00
H3 -5.880 -1.707 -6.173  0.00
H4 -5.324 -0.969 -3.943  0.00
H5 -4.446 -2.930 -2.868  0.00
H6 -3.071 -1.948 -2.829  0.00
H7 -3.131 -3.206 -4.052  0.00
C4 0.185 2.010 0.362  0.00
C5 -0.171 1.267 -0.785  0.00
C6 -0.131 -0.229 -0.792  0.00
O2 -0.728 -0.900 -1.706  0.00
C7 0.245 -0.919 0.344  0.00
C8 0.605 -0.268 1.530  0.01
C9 0.675 1.315 1.509  0.01
O3 1.051 1.777 2.603  0.05
O4 0.900 -0.896 2.560  0.11
O5 -0.618 2.006 -1.714  0.00
H8 0.300 3.078 0.264  0.00
H9 0.249 -1.997 0.246  0.00
C10 5.322 -2.065 4.260  0.00
C11 6.661 -1.702 4.111  0.00
C12 6.954 -0.305 3.734  0.00
O6 8.142 0.103 3.733  0.01
C13 5.967 0.610 3.359  0.02
C14 4.611 0.335 3.666  0.01
C15 4.255 -1.119 4.142  0.01
O7 3.064 -1.500 4.251  0.09
O8 3.692 1.204 3.502  0.15
O9 7.559 -2.561 4.317  0.00
H10 4.981 -3.073 4.448  0.00
H11 6.203 1.628 3.089  0.00
C16 -3.594 0.399 2.018  0.00
C17 -4.120 -0.968 1.599  0.00
C18 -3.846 -1.183 0.108  0.00
S1 -4.388 0.402 -0.589  0.00
O10 -5.821 0.412 -0.754  0.00
O11 -3.491 0.698 -1.712  0.00
C19 -3.885 1.389 0.898  0.00
H12 -2.503 0.310 2.054  0.00
H13 -3.894 0.644 3.035  0.00
H14 -5.186 -1.030 1.834  0.00
H15 -3.695 -1.805 2.156  0.00
H16 -4.370 -2.018 -0.349  0.00
H17 -2.789 -1.163 -0.169  0.00
H18 -4.678 2.119 1.074  0.00
H19 -3.063 2.045 0.609  0.00
C20 4.745 -2.910 -0.815  0.00
C21 3.672 -2.087 -0.120  0.00
C22 4.146 -0.610 0.014  0.00
S2 5.172 -0.229 -1.507  0.00
O12 6.253 0.693 -1.202  0.00
O13 4.262 0.024 -2.611  0.00
C23 5.771 -1.987 -1.543  0.00
H20 4.351 -3.617 -1.548  0.00
H21 5.329 -3.574 -0.178  0.00
H22 3.520 -2.465 0.891  0.00
H23 2.708 -2.068 -0.626  0.00
H24 4.968 -0.509 0.727  0.00
H25 3.404 0.177 0.124  0.00
H26 6.714 -1.955 -0.997  0.00
H27 6.047 -2.251 -2.563  0.00
C24 -3.527 5.119 1.654  0.00
C25 -4.018 5.688 3.034  0.00
C26 -2.792 6.431 3.610  0.00
S3 -1.268 5.976 2.688  0.00
O14 -0.277 5.498 3.625  0.00
O15 -1.084 7.030 1.705  0.00
C27 -2.127 4.575 1.879  0.00
H28 -3.742 5.881 0.908  0.00
H29 -4.201 4.298 1.398  0.00
H30 -4.415 4.919 3.698  0.00
H31 -4.812 6.434 3.014  0.00
H32 -2.569 6.373 4.674  0.00
H33 -2.947 7.486 3.382  0.00
H34 -2.104 3.798 2.643  0.00
H35 -1.495 4.249 1.055  0.00
C28 4.308 3.435 -2.580  0.00
C29 4.789 4.873 -2.590  0.00
C30 3.671 5.719 -3.343  0.00
S4 2.064 4.943 -2.887  0.00
O16 1.288 4.796 -4.092  0.00
O17 1.414 5.521 -1.737  0.00
C31 2.796 3.335 -2.399  0.00
H36 4.850 2.757 -1.925  0.00
H37 4.536 3.199 -3.624  0.00
H38 5.661 5.243 -3.133  0.00
H39 5.005 5.342 -1.624  0.00
H40 3.832 5.419 -4.379  0.00
H41 3.743 6.801 -3.279  0.00
H42 2.461 2.498 -3.014  0.00
H43 2.360 3.040 -1.443  0.00
C32 0.669 -4.059 4.957  0.00
C33 1.228 -4.360 6.351  0.00
C34 1.169 -3.081 7.173  0.00
S5 0.069 -1.868 6.310  0.00
O18 0.848 -0.769 5.731  0.02
O19 -0.983 -1.605 7.302  0.00
C35 -0.507 -3.099 5.027  0.00
H44 0.370 -4.940 4.386  0.00
H45 1.514 -3.675 4.376  0.00
H46 2.150 -4.930 6.437  0.00
H47 0.506 -5.079 6.760  0.00
H48 2.158 -2.648 7.308  0.00
H49 0.619 -3.287 8.087  0.00
H50 -0.874 -2.570 4.153  0.00
H51 -1.278 -3.737 5.464  0.00
C36 -1.758 5.570 -1.541  0.00
C37 -2.172 6.423 -2.731  0.00
C38 -2.517 5.533 -3.918  0.00
S6 -3.382 4.074 -3.128  0.00
O20 -2.769 2.835 -3.574  0.00
O21 -4.785 4.298 -3.304  0.00
C39 -2.800 4.500 -1.436  0.00
H52 -1.552 6.269 -0.731  0.00
H53 -0.801 5.120 -1.815  0.00
H54 -1.429 7.197 -2.919  0.00
H55 -3.077 6.955 -2.407  0.00
H56 -1.504 5.228 -4.202  0.00
H57 -3.064 5.882 -4.787  0.00
H58 -2.695 3.625 -0.797  0.00
H59 -3.680 4.948 -0.962  0.00
C40 0.297 -4.339 -3.930  0.00
C41 1.761 -3.827 -3.832  0.00
C42 1.825 -2.405 -4.232  0.00
S7 0.501 -2.091 -5.414  0.00
O22 1.138 -1.666 -6.628  0.00
O23 -0.503 -1.207 -4.837  0.00
C43 -0.179 -3.841 -5.325  0.00
H60 -0.357 -3.911 -3.174  0.00
H61 0.444 -5.415 -3.923  0.00
H62 2.386 -4.463 -4.465  0.00
H63 2.135 -3.957 -2.816  0.00
H64 2.708 -1.903 -4.617  0.00
H65 1.428 -1.822 -3.392  0.00
H66 0.220 -4.428 -6.149  0.00
H67 -1.239 -3.622 -5.449  0.00
C44 -2.878 -4.828 1.354  0.00
C45 -2.495 -6.107 2.172  0.00
C46 -1.297 -6.798 1.482  0.00
S8 -0.342 -5.600 0.567  0.00
O24 0.029 -5.960 -0.775  0.00
O25 0.699 -5.106 1.454  0.00
C47 -1.673 -4.328 0.553  0.00
H68 -3.199 -3.997 1.978  0.00
H69 -3.681 -5.143 0.689  0.00
H70 -3.311 -6.825 2.171  0.00
H71 -2.268 -5.701 3.157  0.00
H72 -1.669 -7.434 0.672  0.00
H73 -0.598 -7.427 2.029  0.00
H74 -2.061 -4.213 -0.460  0.00
H75 -1.148 -3.414 0.821  0.00


[3]
Here is a 10-piece molecular cluster, C47H90BF10IN2O13S11 overall from the Open Molecules 2025 dataset. Energies are from ωB97M-V with the def2-TZVPD basis set.

Properties
ΔE to the lowest compared entry with this formula, charge and spin (kJ/mol): 0.0
Total charge: 0

Each line ends with the Mulliken charge.
Element x y z (Å)
C1 4.086 3.417 -1.764  -1.28
C2 2.941 2.789 -0.883  -0.11
C3 1.598 2.513 -1.709  -0.90
I1 0.499 4.370 -2.066  0.10
C4 0.765 1.498 -0.867  0.65
C5 0.696 1.719 0.583  -0.13
C6 -0.024 0.790 1.417  0.46
C7 -0.729 -0.409 0.911  -0.25
C8 -0.684 -0.602 -0.547  0.28
C9 -1.417 -1.787 -1.236  -1.73
C10 -2.720 -1.371 -2.030  -0.32
O1 -3.295 -0.112 -1.602  -0.32
C11 -3.802 0.525 -2.736  0.18
O2 -3.873 1.719 -2.745  -0.44
C12 0.069 0.340 -1.402  -0.12
B1 0.137 0.074 -2.998  0.73
N1 1.146 -0.921 -3.443  -0.48
O3 -0.714 0.721 -3.906  -0.64
N2 -1.418 -1.287 1.818  -0.36
C13 -0.603 -1.721 2.926  0.08
C14 -0.473 -3.148 3.247  -1.02
C15 0.373 -3.536 4.385  0.24
C16 0.487 -5.088 4.637  -1.74
C17 1.766 -5.584 3.829  -0.70
C18 2.178 -6.999 4.428  0.86
F1 1.151 -7.613 5.113  -0.32
F2 3.131 -6.686 5.422  -0.36
C19 2.938 -7.935 3.411  0.60
F3 3.690 -7.118 2.593  -0.25
F4 3.854 -8.686 4.108  -0.25
S1 1.877 -9.023 2.320  1.30
F5 2.368 -8.210 0.971  -0.32
F6 0.585 -8.044 2.385  -0.29
F7 1.390 -9.948 3.557  -0.25
F8 3.173 -10.030 2.122  -0.35
F9 1.030 -10.001 1.332  -0.33
C20 1.082 -2.543 5.215  0.44
C21 1.966 -3.099 6.367  -1.44
C22 1.313 -3.032 7.792  0.66
C23 2.455 -3.261 8.870  -1.24
F10 0.302 -4.009 8.002  -0.41
C24 0.948 -1.100 4.900  0.74
C25 1.729 -0.078 5.776  -0.66
C26 2.606 0.971 4.984  -0.73
C27 3.268 0.438 3.667  -0.27
O4 3.626 1.623 2.893  -0.29
C28 4.978 1.548 2.431  -0.75
C29 0.114 -0.741 3.764  0.93
S2 -0.100 0.997 3.234  -0.38
H1 3.730 4.056 -2.608  0.34
H2 4.827 2.641 -2.106  0.31
H3 4.679 4.096 -1.083  0.34
H4 2.729 3.489 -0.036  0.20
H5 3.245 1.784 -0.473  0.31
H6 1.954 2.087 -2.689  0.50
H7 1.197 2.587 1.074  0.14
H8 -1.730 -2.587 -0.505  0.32
H9 -0.748 -2.318 -1.972  0.39
H10 -3.488 -2.198 -1.951  0.37
H11 -2.472 -1.321 -3.130  0.26
H12 -4.116 -0.020 -3.667  0.36
H13 0.930 -1.291 -4.370  0.16
H14 2.093 -0.544 -3.389  0.23
H15 -0.426 0.520 -4.814  0.24
H16 -1.797 -2.112 1.356  0.32
H17 -1.027 -3.890 2.621  0.21
H18 -0.426 -5.551 4.195  0.52
H19 0.596 -5.236 5.736  0.43
H20 2.601 -4.845 3.968  0.39
H21 1.570 -5.685 2.734  0.56
H22 2.281 -4.171 6.213  0.07
H23 2.933 -2.520 6.372  0.51
H24 0.821 -2.034 7.934  0.28
H25 2.596 -4.356 9.083  0.29
H26 3.423 -2.805 8.566  0.37
H27 2.085 -2.772 9.815  0.34
H28 1.013 0.488 6.442  0.30
H29 2.422 -0.604 6.491  0.01
H30 1.973 1.854 4.689  0.29
H31 3.434 1.395 5.619  0.42
H32 2.592 -0.161 3.007  0.09
H33 4.246 -0.094 3.858  0.49
H34 5.650 1.582 3.333  0.37
H35 5.098 0.621 1.811  0.31
H36 5.249 2.446 1.809  0.18
C30 -2.313 6.028 -5.144  -0.84
S3 -1.052 5.373 -6.251  0.57
O5 0.279 5.741 -5.683  -0.64
C31 -1.391 6.506 -7.610  -0.81
H37 -2.258 5.484 -4.201  0.28
H38 -2.133 7.090 -4.964  0.30
H39 -3.297 5.882 -5.591  0.32
H40 -1.270 7.537 -7.273  0.36
H41 -2.408 6.343 -7.972  0.19
H42 -0.684 6.302 -8.414  0.30
C32 -6.074 5.294 -10.223  -0.79
S4 -4.906 4.159 -9.457  0.33
O6 -4.399 4.813 -8.216  -0.54
C33 -3.628 4.332 -10.714  -0.65
H43 -6.949 5.374 -9.580  0.31
H44 -5.618 6.277 -10.337  0.16
H45 -6.376 4.905 -11.197  0.41
H46 -3.327 5.377 -10.796  -0.01
H47 -4.008 3.973 -11.672  0.40
H48 -2.769 3.730 -10.419  0.35
C34 -2.386 -11.728 0.873  -0.89
S5 -2.294 -11.006 -0.777  0.55
O7 -3.677 -10.971 -1.326  -0.64
C35 -1.445 -12.400 -1.541  -0.89
H49 -2.921 -11.034 1.521  0.31
H50 -2.923 -12.677 0.834  0.35
H51 -1.377 -11.880 1.260  0.29
H52 -2.041 -13.307 -1.427  0.30
H53 -0.468 -12.531 -1.075  0.32
H54 -1.314 -12.183 -2.601  0.31
C36 6.294 -3.374 12.138  -1.01
S6 6.460 -2.636 10.503  0.50
O8 5.104 -2.616 9.881  -0.55
C37 7.369 -4.008 9.771  -1.05
H55 5.715 -2.695 12.764  0.29
H56 5.774 -4.330 12.063  0.32
H57 7.283 -3.515 12.575  0.42
H58 6.783 -4.925 9.846  0.32
H59 8.323 -4.128 10.287  0.39
H60 7.552 -3.778 8.722  0.34
C38 -7.667 9.016 -7.992  -0.65
S7 -7.271 9.543 -9.666  0.41
O9 -7.086 8.312 -10.490  -0.59
C39 -5.632 10.181 -9.275  -0.78
H61 -8.649 8.544 -8.002  0.34
H62 -6.924 8.299 -7.641  0.24
H63 -7.691 9.886 -7.333  0.19
H64 -5.018 9.390 -8.844  0.21
H65 -5.723 11.012 -8.574  0.37
H66 -5.172 10.536 -10.198  0.26
C40 -2.412 9.067 -12.333  -0.77
S8 -1.849 7.366 -12.518  0.48
O10 -1.444 6.880 -11.168  -0.53
C41 -0.342 7.764 -13.422  -1.03
H67 -3.336 9.061 -11.755  0.07
H68 -1.657 9.653 -11.806  0.35
H69 -2.604 9.496 -13.317  0.41
H70 0.282 8.433 -12.827  0.30
H71 -0.601 8.236 -14.371  0.38
H72 0.199 6.838 -13.614  0.36
C42 3.122 -12.188 5.164  -0.73
S9 3.229 -13.712 4.207  0.52
O11 2.904 -14.838 5.125  -0.64
C43 5.020 -13.679 4.006  -0.89
H73 2.080 -12.026 5.438  0.31
H74 3.726 -12.274 6.069  0.43
H75 3.470 -11.353 4.556  0.06
H76 5.504 -13.670 4.984  0.30
H77 5.305 -12.793 3.436  0.32
H78 5.320 -14.572 3.460  0.32
C44 5.237 0.415 10.779  -0.80
S10 4.460 1.694 9.777  0.58
O12 5.414 2.048 8.690  -0.63
C45 4.555 2.994 11.022  -1.00
H79 5.317 -0.491 10.178  -0.01
H80 6.234 0.737 11.087  0.44
H81 4.619 0.213 11.656  0.42
H82 5.593 3.154 11.314  0.29
H83 3.959 2.710 11.890  0.34
H84 4.153 3.912 10.592  0.34
C46 -10.165 11.966 -4.002  -0.97
S11 -9.463 11.829 -5.656  0.56
O13 -8.064 11.332 -5.507  -0.63
C47 -9.376 13.601 -5.970  -0.94
H85 -10.272 10.963 -3.590  0.33
H86 -9.502 12.552 -3.364  0.30
H87 -11.146 12.439 -4.062  0.36
H88 -8.763 14.084 -5.207  0.31
H89 -10.383 14.021 -5.965  0.36
H90 -8.925 13.755 -6.949  0.31


Max |F| list, top to bottom, in eV/Å: 6.01, 4.43, 3.48